(1)
# C7H20BrO3

A 4-piece molecular cluster, C7H20BrO3 overall (the ωB97M-V functional and the def2-TZVPD basis, OMol25).

```
31
Properties=species:S:1:pos:R:3
H -3.89700 1.87694 1.64727
C -2.86226 0.88319 0.02803
H -0.14871 0.64645 -3.41382
C 2.98726 -2.80255 1.03105
C -3.01702 1.25632 1.47822
H -2.36191 1.65290 -0.55959
C -3.19007 0.02549 2.36841
C 0.53343 -0.16457 -3.15879
H -3.20125 0.29021 3.42572
H -0.13861 -1.02270 -3.15008
C 2.36353 1.03990 -1.89742
H -3.87047 0.69676 -0.34191
H 2.14684 1.92350 -2.49776
H 1.42503 -0.87100 -1.36239
H 3.18597 0.41986 -2.25412
H -4.13586 -0.47566 2.16246
H 3.69885 -3.27401 0.35322
H -2.30223 -0.60573 2.33102
H 3.19692 -3.22172 2.01514
H 2.57389 1.43499 -0.90357
O -1.85712 1.90807 1.85163
H 2.52935 -0.89961 1.52562
H -1.13233 1.27971 1.81371
H 1.28272 -0.33310 -3.93226
C 1.14330 0.11244 -1.73864
O 3.21595 -1.40774 1.08746
H 1.94351 -3.02917 0.81350
Br 1.36554 1.11233 2.17783
H 0.63437 0.82615 -0.02649
H -2.33292 -0.06960 0.01895
O 0.22133 0.79181 -0.89241
```

**Energy above the lowest of the compared OMol25 structures with the same formula, charge and spin**: 0.0 kcal per mole
**E**: -83770.51416 eV
**Spin multiplicity**: 1
**Orbital gap**: 8.250 eV
**Net charge**: -1

---

(2)
# C5H6O

One molecule with the formula C5H6O (the ωB97M-V functional and the def2-TZVPD basis, OMol25).

```
12
Properties=species:S:1:pos:R:3
H -0.47808 -2.07915 0.94627
H 1.18851 -1.96861 0.13136
C 0.70954 0.57989 -1.09093
H 1.74412 0.23169 -1.09122
C -1.73610 1.05450 0.80871
O 0.55333 -0.24821 1.20801
C -1.53006 0.21271 -0.04459
C 0.30750 -1.46098 0.51025
C -0.08677 -0.19134 -0.07660
H 0.26318 0.47571 -2.08117
H 0.69881 1.64571 -0.82595
H -1.63399 1.74810 1.60586
```

**Energy above the lowest of the compared OMol25 structures with the same formula, charge and spin**: 99.7 kcal per mole
**E**: -7324.96112 eV
**Spin multiplicity**: 1
**Orbital gap**: 10.321 eV
**Net charge**: 0

---

(3)
# C4H6F2O

One molecule with the formula C4H6F2O (the ωB97M-V functional and the def2-TZVPD basis, OMol25).

```
13
Properties=species:S:1:pos:R:3
H -2.33180 -0.71310 0.97007
H 1.77865 0.98791 -0.58032
C -0.99313 0.88443 0.30035
O 0.66895 -0.78576 -0.65043
F -0.67089 1.63756 -0.84032
F -2.26117 -0.77954 -1.09734
H 0.07649 -0.86388 1.43330
C 1.86861 -0.11866 -0.51462
H -1.10463 1.49667 1.23973
H 2.35966 -0.28733 0.47506
C -0.20269 -0.47963 0.42032
C -1.72275 -0.42000 0.12400
H 2.53471 -0.55867 -1.27981
```

**Energy above the lowest of the compared OMol25 structures with the same formula, charge and spin**: 58.6 kcal per mole
**E**: -11725.12698 eV
**Spin multiplicity**: 1
**Orbital gap**: 10.739 eV
**Net charge**: 0

---

Question: Which value of spin multiplicity does entry 3 give?
Answer: 1

---

Repeat the first record exactly.
# C7H20BrO3

A 4-piece molecular cluster, C7H20BrO3 overall (the ωB97M-V functional and the def2-TZVPD basis, OMol25).

```
31
Properties=species:S:1:pos:R:3
H -3.89700 1.87694 1.64727
C -2.86226 0.88319 0.02803
H -0.14871 0.64645 -3.41382
C 2.98726 -2.80255 1.03105
C -3.01702 1.25632 1.47822
H -2.36191 1.65290 -0.55959
C -3.19007 0.02549 2.36841
C 0.53343 -0.16457 -3.15879
H -3.20125 0.29021 3.42572
H -0.13861 -1.02270 -3.15008
C 2.36353 1.03990 -1.89742
H -3.87047 0.69676 -0.34191
H 2.14684 1.92350 -2.49776
H 1.42503 -0.87100 -1.36239
H 3.18597 0.41986 -2.25412
H -4.13586 -0.47566 2.16246
H 3.69885 -3.27401 0.35322
H -2.30223 -0.60573 2.33102
H 3.19692 -3.22172 2.01514
H 2.57389 1.43499 -0.90357
O -1.85712 1.90807 1.85163
H 2.52935 -0.89961 1.52562
H -1.13233 1.27971 1.81371
H 1.28272 -0.33310 -3.93226
C 1.14330 0.11244 -1.73864
O 3.21595 -1.40774 1.08746
H 1.94351 -3.02917 0.81350
Br 1.36554 1.11233 2.17783
H 0.63437 0.82615 -0.02649
H -2.33292 -0.06960 0.01895
O 0.22133 0.79181 -0.89241
```

**Energy above the lowest of the compared OMol25 structures with the same formula, charge and spin**: 0.0 kcal per mole
**E**: -83770.51416 eV
**Spin multiplicity**: 1
**Orbital gap**: 8.250 eV
**Net charge**: -1

---

What did the second record say?
# C5H6O

One molecule with the formula C5H6O (the ωB97M-V functional and the def2-TZVPD basis, OMol25).

```
12
Properties=species:S:1:pos:R:3
H -0.47808 -2.07915 0.94627
H 1.18851 -1.96861 0.13136
C 0.70954 0.57989 -1.09093
H 1.74412 0.23169 -1.09122
C -1.73610 1.05450 0.80871
O 0.55333 -0.24821 1.20801
C -1.53006 0.21271 -0.04459
C 0.30750 -1.46098 0.51025
C -0.08677 -0.19134 -0.07660
H 0.26318 0.47571 -2.08117
H 0.69881 1.64571 -0.82595
H -1.63399 1.74810 1.60586
```

**Energy above the lowest of the compared OMol25 structures with the same formula, charge and spin**: 99.7 kcal per mole
**E**: -7324.96112 eV
**Spin multiplicity**: 1
**Orbital gap**: 10.321 eV
**Net charge**: 0

---

Question: Which formula does entry 2 have?
Answer: C5H6O